No. 1
Entry from the Open Molecules 2025 dataset: a 9-piece molecular cluster, C35H52O27 overall at a distorted geometry (ωB97M-V/def2-TZVPD).

**Multiplicity**: 1
**Highest occupied orbital energy**: -10.4887 eV
**Frontier orbital gap**: 0.3709 Eh
**SMILES**: C[C@H]1COC(=O)O1.C[C@H]1COC(=O)O1.C[C@H]1COC(=O)O1.C[C@H]1COC(=O)O1.C[C@H]1COC(=O)O1.C[C@H]1COC(=O)O1.C[C@H]1COC(=O)O1.C[C@H]1COC(=O)O1.O=C1OCCO1
**Energy relative to the best compared isomer or geometry (same formula, charge and spin)**: 1.521 eV
**Charge**: 0

CARTESIAN COORDINATES (ANGSTROEM)
C1 3.533817 -4.155030 1.270571
C2 4.020297 -2.817384 1.784473
O1 2.954731 -1.924580 1.492084
C3 1.864555 -2.628784 1.136966
O2 0.854888 -2.149372 0.727843
O3 2.124605 -3.950465 1.136663
H1 3.813138 -4.952927 1.956344
H2 3.875635 -4.394837 0.262378
H3 4.986702 -2.631068 1.308387
H4 4.231564 -2.756544 2.854005
C4 2.116744 5.974676 -2.955710
C5 1.303080 7.218761 -3.190268
C6 0.264495 7.520743 -2.105508
O4 0.627415 8.776813 -1.525422
C7 1.710645 9.276351 -2.163835
O5 2.130014 10.382723 -2.097601
O6 2.202095 8.336860 -2.999953
H5 3.005000 5.917155 -3.582847
H6 1.492920 5.099017 -3.149995
H7 2.478887 5.960474 -1.926578
H8 0.960728 7.271718 -4.225683
H9 0.362927 6.794831 -1.293386
H10 -0.789060 7.563971 -2.375206
C8 -4.334627 2.557394 -1.737329
C9 -5.692644 3.187113 -1.897048
C10 -6.847588 2.294086 -1.453442
O7 -7.726047 3.206129 -0.786653
C11 -7.086801 4.360726 -0.561919
O8 -7.535494 5.266824 0.058985
O9 -5.834049 4.353373 -1.062153
H11 -3.544034 3.232930 -2.069283
H12 -4.286726 1.602233 -2.263901
H13 -4.032467 2.340304 -0.708716
H14 -5.875929 3.543268 -2.915225
H15 -6.453593 1.551394 -0.750550
H16 -7.415391 1.783004 -2.226736
C12 1.367250 -1.834967 -2.517908
C13 1.945129 -3.235715 -2.620446
C14 1.833440 -3.876237 -3.993928
O10 3.087451 -4.525142 -4.202925
C15 3.980732 -4.010941 -3.325083
O11 5.111074 -4.365484 -3.233742
O12 3.382819 -3.123062 -2.518113
H17 1.807280 -1.251234 -1.713869
H18 0.298708 -1.911616 -2.292922
H19 1.448929 -1.295137 -3.461188
H20 1.573880 -3.866046 -1.810341
H21 1.685434 -3.206036 -4.846976
H22 1.000091 -4.577429 -4.079144
C16 -1.550643 0.218569 -0.055338
C17 -0.227929 0.949579 -0.226740
C18 0.150314 1.262317 -1.705952
O13 0.486749 2.628715 -1.638448
C19 0.117990 3.214690 -0.505225
O14 0.307314 4.345187 -0.187371
O15 -0.338832 2.260884 0.354357
H23 -1.908128 0.433604 0.947380
H24 -1.474527 -0.832494 -0.334055
H25 -2.288908 0.597298 -0.770004
H26 0.631281 0.500135 0.275735
H27 -0.685896 1.001792 -2.369867
H28 0.959526 0.761612 -2.235565
C20 -4.357295 -1.090548 1.550235
C21 -3.719409 -2.015457 2.572627
C22 -4.117405 -3.461363 2.305229
O16 -3.053823 -4.169045 2.936395
C23 -1.950078 -3.377368 2.893662
O17 -0.872778 -3.828286 3.138815
O18 -2.281684 -2.107683 2.549261
H29 -5.409030 -1.037240 1.849060
H30 -4.323185 -1.517642 0.549046
H31 -4.032591 -0.052444 1.559936
H32 -4.032892 -1.764321 3.590432
H33 -4.211015 -3.779624 1.264931
H34 -5.037077 -3.674627 2.851207
C24 -1.342837 -4.294020 -0.569117
C25 -0.728186 -5.509855 0.067289
C26 -1.677276 -6.243059 1.019387
O19 -1.920460 -7.475195 0.325050
C27 -1.185570 -7.554283 -0.791367
O20 -1.147382 -8.491343 -1.522823
O21 -0.386712 -6.476767 -0.909620
H35 -2.360663 -4.494511 -0.939920
H36 -0.880345 -3.959439 -1.498764
H37 -1.452370 -3.471539 0.139082
H38 0.152131 -5.211286 0.637035
H39 -2.595263 -5.678715 1.148032
H40 -1.200601 -6.428737 1.978617
C28 0.658201 -1.570036 4.555360
C29 1.189878 -0.452057 3.689568
C30 0.790014 0.988696 4.117636
O22 1.997453 1.609658 4.463781
C31 3.011928 0.751917 4.376982
O23 4.131688 0.938602 4.724334
O24 2.612761 -0.414883 3.811911
H41 -0.422669 -1.600254 4.669443
H42 1.081601 -1.470705 5.561163
H43 1.014147 -2.537917 4.210290
H44 0.925957 -0.649329 2.648988
H45 -0.013356 0.947538 4.853773
H46 0.324123 1.435079 3.234469
C32 3.795966 3.600643 1.224590
C33 4.481098 2.486568 0.439777
C34 3.837720 1.082493 0.572566
O25 3.374025 0.757712 -0.739908
C35 3.614315 1.787167 -1.560682
O26 3.278092 1.854699 -2.696288
O27 4.335038 2.722767 -0.944776
H47 4.345242 4.538668 1.146671
H48 3.693326 3.352987 2.279029
H49 2.786820 3.828087 0.868962
H50 5.529047 2.442540 0.726371
H51 2.988729 1.063524 1.250734
H52 4.601692 0.395513 0.925466

Cartesian forces, eV/Å:
C 0.059 -0.080 -0.114
C 1.045 -0.383 0.520
O -0.018 0.187 -0.434
C 0.929 -0.396 -0.955
O -0.582 0.281 0.367
O -0.456 -0.176 0.552
H -0.526 -0.163 -0.059
H 0.333 0.093 0.130
H -0.421 0.862 -0.360
H -0.368 -0.263 0.056
C -0.167 -0.432 0.135
C 0.881 0.818 0.338
C -0.206 -0.726 1.124
O 0.115 0.522 -0.302
C -0.585 -0.556 -0.947
O 0.166 0.145 0.631
O 0.341 0.257 -0.442
H -0.174 0.166 -0.266
H 0.152 -0.106 0.169
H -0.209 -0.122 0.059
H -0.295 0.053 0.156
H -0.125 -0.160 -0.189
H 0.125 0.062 -0.419
C 0.693 0.122 0.174
C -0.143 0.174 -0.335
C 0.135 0.030 0.533
O -0.080 -0.601 -0.305
C 0.213 0.764 0.875
O -0.224 0.093 -0.050
O -0.023 -0.676 -0.268
H -0.104 -0.116 -0.422
H 0.030 0.159 -0.280
H -0.648 0.077 0.201
H 0.294 -0.184 -0.077
H -0.325 0.035 0.150
H 0.193 0.130 -0.192
C -0.748 -0.254 -0.086
C 0.559 1.141 -0.541
C -0.834 -0.407 -0.839
O -0.095 -0.017 0.307
C -0.035 -0.869 0.085
O 0.122 0.290 -0.165
O -0.034 0.171 0.688
H 0.247 -0.142 0.035
H -0.019 -0.015 0.010
H 0.278 0.022 0.022
H 0.138 -0.167 -0.050
H 0.119 0.507 0.436
H 0.327 -0.339 0.254
C 0.299 0.399 -0.632
C 0.551 -0.156 -0.708
C -0.480 -0.771 0.091
O -0.086 0.995 -1.426
C 0.613 -0.973 1.280
O -0.347 0.179 -0.444
O -0.428 0.370 -0.183
H -0.059 -0.581 0.108
H 0.244 -0.157 0.658
H 0.084 0.397 0.131
H -0.316 -0.476 0.072
H -0.387 0.920 0.136
H 0.485 -0.095 0.934
C -0.306 0.039 0.486
C -0.512 -0.197 -0.797
C -0.531 0.009 1.134
O 0.044 0.250 -0.256
C 0.059 -0.857 0.189
O -0.083 0.755 -0.297
O 0.320 -0.188 0.064
H -0.054 -0.109 -0.156
H 0.221 0.161 -0.058
H 0.369 -0.139 0.028
H 0.199 0.176 -0.066
H 0.120 0.307 -0.078
H -0.016 -0.234 -0.231
C -1.339 0.277 -0.775
C 0.253 0.815 0.679
C 0.381 -0.094 -0.566
O -0.698 0.137 0.441
C 0.767 -0.695 0.072
O -0.319 0.174 -0.057
O 0.077 0.189 -0.287
H -0.021 -0.359 0.317
H 0.691 0.086 0.374
H 0.389 0.051 -0.029
H 0.209 -0.118 -0.368
H -0.174 -0.307 0.085
H -0.206 -0.196 0.055
C 0.641 -0.100 0.868
C -0.411 0.032 0.200
C -1.287 -1.435 -1.724
O -0.378 0.819 0.671
C 0.453 -1.157 -0.225
O 0.124 0.478 -0.029
O 0.131 0.169 0.100
H -0.051 0.124 -0.339
H -0.089 0.199 0.025
H -0.205 -0.020 -0.260
H 0.154 0.171 -0.006
H 0.634 0.364 0.704
H 0.367 0.607 0.131
C -0.231 0.145 -0.058
C -1.004 -0.135 0.776
C 0.320 0.426 0.524
O -0.200 -0.393 0.519
C 0.527 0.220 -0.251
O -0.338 -0.251 -0.414
O 0.508 0.901 -0.515
H 0.171 -0.097 0.003
H 0.228 -0.144 0.137
H 0.016 -0.305 -0.215
H 0.152 0.036 -0.336
H -0.063 -0.003 0.106
H -0.227 -0.448 -0.224



No. 2
Entry from the Open Molecules 2025 dataset: one molecule with the formula C16H18N4OS at a distorted geometry (ωB97M-V/def2-TZVPD).

**Multiplicity**: 1
**Highest occupied orbital energy**: -7.6460 eV
**Frontier orbital gap**: 0.3060 Eh
**SMILES**: C=CCSc1nnc(-c2c[nH]c3ccccc23)n1CCOC
**Energy relative to the best compared isomer or geometry (same formula, charge and spin)**: 1.994 eV
**Charge**: 0

CARTESIAN COORDINATES (ANGSTROEM)
C1 -4.118236 -0.190476 -1.792631
C2 -4.758836 0.825685 -1.250964
C3 -4.575596 1.362124 0.129709
H1 -5.511798 1.315235 0.690353
H2 -4.225862 2.395002 0.088245
S1 -3.364008 0.454335 1.138151
C4 -1.912498 1.128875 0.459099
N1 -1.875159 2.144141 -0.359029
N2 -0.586313 2.404273 -0.614851
C5 0.153643 1.546372 0.036886
N3 -0.651792 0.692047 0.756408
C6 -0.272327 -0.345222 1.675185
H3 -0.638721 -0.094300 2.677497
H4 0.818098 -0.386719 1.687377
C7 -0.847269 -1.710301 1.284849
O1 -0.537549 -1.979705 -0.060944
C8 -1.104604 -3.175072 -0.529269
H5 -2.198100 -3.155174 -0.444923
H6 -0.820461 -3.263338 -1.575776
H7 -0.725098 -4.039306 0.029845
H8 -0.413960 -2.478948 1.943990
H9 -1.937823 -1.712972 1.426916
C9 1.597624 1.594377 0.054955
C10 2.302959 2.764831 0.165641
N4 3.639856 2.509169 0.148414
C11 3.836610 1.165022 0.002296
C12 5.016679 0.437499 -0.084238
C13 4.914796 -0.924814 -0.263705
C14 3.668500 -1.547275 -0.372149
C15 2.493931 -0.833722 -0.283154
C16 2.565961 0.543581 -0.068824
H10 1.539141 -1.322205 -0.394891
H11 3.631062 -2.614276 -0.536294
H12 5.811659 -1.522117 -0.335605
H13 5.977371 0.927379 -0.021659
H14 4.366693 3.201766 0.209273
H15 1.919480 3.761212 0.262429
H16 -5.500119 1.374942 -1.818102
H17 -4.307949 -0.502450 -2.804527
H18 -3.369992 -0.749469 -1.255997

Cartesian forces, eV/Å:
C -0.017 -0.098 -0.147
C -0.127 0.053 0.014
C 0.385 -0.112 0.266
H 0.070 0.054 0.025
H -0.146 -0.004 0.024
S -0.447 -0.054 0.225
C 0.026 0.093 -0.038
N -0.914 -0.250 0.344
N 1.110 0.233 -0.389
C -0.296 0.110 -0.039
N -0.296 0.588 -0.515
C 0.018 -0.596 0.154
H 0.147 -0.044 -0.058
H -0.145 0.037 0.102
C -0.020 0.035 0.118
O 0.088 0.327 0.142
C -0.072 -0.138 -0.014
H 0.027 -0.005 -0.023
H -0.055 -0.085 0.008
H -0.016 -0.003 -0.043
H -0.044 0.103 -0.020
H 0.174 -0.086 -0.021
C 0.403 0.278 0.142
C -0.420 -0.203 0.108
N 0.209 0.310 -0.044
C -0.169 -0.582 -0.017
C 0.092 -0.003 -0.007
C 0.149 0.093 0.006
C -0.111 -0.168 -0.006
C 0.086 -0.016 -0.023
C 0.408 0.224 -0.022
H -0.081 -0.069 -0.001
H -0.017 -0.089 -0.021
H 0.079 -0.026 -0.006
H 0.110 0.017 0.007
H -0.106 -0.075 -0.014
H -0.066 0.182 0.015
H -0.056 0.003 -0.177
H -0.110 0.015 -0.223
H 0.152 -0.049 0.166



Q: Among the records above, which one has the highest energy relative to the best compared isomer or geometry (same formula, charge and spin)?
A: C16H18N4OS



Q: What is the charge in the second record?
A: 0



Q: Which of these has the highest frontier orbital gap?
A: C35H52O27